No. 1
Density functional theory data (ωB97M-V with the def2-TZVPD basis set) for C5H8N2 in the gas phase.

Each line ends with the Mulliken charge.
CARTESIAN COORDINATES (ANGSTROEM)
C 1.51 0.03 2.57  -0.668
N 0.62 -0.06 1.43  -0.381
C 0.19 -1.21 1.13  0.132
N -0.69 -1.45 0.04  -0.478
C -0.62 -0.73 -0.96  0.465
C -1.39 1.20 -2.34  -0.979
C -0.58 -0.04 -2.07  -0.369
H 1.11 0.74 3.30  0.229
H 1.70 -0.93 3.07  0.302
H 2.47 0.44 2.22  0.238
H 0.42 -2.12 1.69  0.312
H -2.14 1.00 -3.11  0.271
H -1.91 1.53 -1.44  0.310
H -0.75 2.01 -2.69  0.287
H 0.08 -0.42 -2.85  0.329

Computed properties:
HOMO   -8.8 eV
SMILES string   CC=C=N/C=N/C
Energy above the lowest of the compared OMol25 structures with the same formula, charge and spin   47.97 kcal per mole
Gap between HOMO and LUMO   0.35313 Ha



No. 2
Density functional theory data (ωB97M-V with the def2-TZVPD basis set) for 2 unconnected molecules or ions with the total composition C3H4N2OS.

Each line ends with the Mulliken charge.
CARTESIAN COORDINATES (ANGSTROEM)
C -0.92 1.59 0.08  0.478
C 1.96 -0.85 -0.32  0.572
C -0.76 0.32 0.49  -0.640
N -1.19 2.68 -0.40  -0.469
N 1.90 -1.88 0.27  -0.395
O 2.18 0.26 -0.54  -0.389
S -1.79 -0.85 -0.26  -0.221
H -0.14 -0.11 1.31  0.436
H -0.93 3.14 -1.31  0.290
H 1.95 -2.80 -0.01  0.248
H -2.24 -1.50 0.70  0.090

Computed properties:
HOMO   -8.1 eV
SMILES string   N=C=CS.N=C=O
Energy above the lowest of the compared OMol25 structures with the same formula, charge and spin   61.26 kcal per mole
Gap between HOMO and LUMO   0.32192 Ha



No. 3
Density functional theory data (ωB97M-V with the def2-TZVPD basis set) for a molecular structure, C35H44CaI2N4OSbSi2Te.

Each line ends with the Mulliken charge.
CARTESIAN COORDINATES (ANGSTROEM)
Ca 9.99 9.81 12.32  1.765
C 8.78 9.03 9.35  -0.468
C 9.31 7.72 9.84  0.781
C 9.45 6.61 8.96  -0.920
C 9.84 5.41 9.47  -0.529
C 10.21 5.33 10.83  -0.949
C 10.16 6.49 11.62  -0.287
N 9.69 7.64 11.10  0.354
Sb 10.67 6.34 13.69  0.905
C 9.07 7.61 14.51  -0.328
C 8.42 7.02 15.58  -0.773
C 7.24 7.60 16.02  -0.564
C 6.67 8.61 15.30  -0.996
C 7.33 9.09 14.16  0.820
C 6.70 10.10 13.26  -1.353
N 8.56 8.66 13.82  0.438
C 12.35 7.78 13.74  -0.468
C 13.53 7.27 14.26  -0.897
C 14.62 8.11 14.32  -0.708
C 14.45 9.42 13.95  -0.855
C 13.23 9.88 13.50  0.517
C 13.02 11.29 13.15  -0.857
N 12.20 9.04 13.42  0.888
H 9.45 9.20 8.50  0.372
H 8.93 9.92 9.95  -0.484
H 7.71 8.98 9.10  0.376
H 9.14 6.70 7.93  0.567
H 9.86 4.51 8.90  0.508
H 10.47 4.39 11.28  0.472
H 8.86 6.17 16.02  0.563
H 6.80 7.20 16.90  0.464
H 5.68 9.02 15.56  0.457
H 5.65 9.96 13.33  0.619
H 7.10 10.00 12.24  0.131
H 6.96 11.08 13.59  0.220
H 13.66 6.27 14.66  0.456
H 15.54 7.83 14.75  0.548
H 15.25 10.10 13.98  0.580
H 13.85 11.60 12.43  0.311
H 13.03 11.97 13.99  0.386
H 12.18 11.44 12.50  -0.206
I 8.20 13.64 8.96  0.040
C 8.35 13.69 11.04  -0.061
C 7.66 14.73 11.69  -0.279
C 7.64 14.84 13.06  -0.361
I 6.50 16.30 13.97  0.109
C 8.30 13.85 13.82  0.822
C 8.39 13.86 15.26  -0.884
C 9.05 12.83 15.86  -1.347
C 9.56 11.75 15.10  -0.353
N 9.52 11.68 13.80  0.694
C 8.93 12.77 13.17  -1.078
C 8.95 12.68 11.74  0.122
O 9.57 11.62 11.24  -0.082
H 7.16 15.49 11.13  0.395
H 7.93 14.68 15.77  0.266
H 9.16 12.86 16.96  0.374
H 10.04 10.92 15.61  0.538
C 15.88 8.56 10.58  -0.864
Si 14.66 7.53 9.52  0.192
C 13.65 6.32 10.53  -0.130
C 15.53 6.52 8.21  -1.216
C 13.45 8.65 8.63  -0.955
Te 12.45 10.09 9.84  0.026
C 11.41 11.19 8.38  -0.206
Si 12.30 12.78 7.89  0.129
C 11.38 13.52 6.49  -0.998
C 12.39 13.83 9.38  -0.559
C 14.05 12.43 7.30  -1.235
H 16.20 7.98 11.44  0.308
H 15.42 9.50 10.96  0.149
H 16.76 8.87 10.01  0.416
H 14.35 5.65 11.08  0.373
H 13.00 5.67 9.94  0.309
H 12.99 6.81 11.24  -0.459
H 16.20 5.77 8.57  0.346
H 16.07 7.08 7.49  0.361
H 14.76 6.00 7.68  0.311
H 12.73 8.07 8.07  0.552
H 14.01 9.27 7.92  0.414
H 10.43 11.40 8.77  -0.331
H 11.28 10.58 7.49  0.697
H 10.31 13.33 6.47  0.296
H 11.76 13.11 5.54  0.311
H 11.46 14.64 6.47  0.317
H 11.40 13.89 9.83  -0.007
H 12.69 14.85 9.15  0.437
H 13.08 13.38 10.11  0.168
H 14.02 11.83 6.39  0.350
H 14.71 11.91 7.97  0.327
H 14.52 13.36 7.13  0.396

Computed properties:
HOMO   -9.8 eV
Energy above the lowest of the compared OMol25 structures with the same formula, charge and spin   5.59 kcal per mole
Gap between HOMO and LUMO   0.26047 Ha
Charge   +1



No. 4
Density functional theory data (ωB97M-V with the def2-TZVPD basis set) for C7H12N2OS in the gas phase.

Each line ends with the Mulliken charge.
CARTESIAN COORDINATES (ANGSTROEM)
C -1.13 0.88 0.72  -0.442
C 0.12 0.43 0.82  0.437
C 1.41 1.14 0.80  -0.985
C 1.91 1.05 -0.68  -0.490
C 1.06 0.15 -1.53  -0.369
C 1.44 -1.61 0.18  -0.201
C -2.89 -1.24 0.64  -0.876
N 0.19 -0.96 0.41  -0.125
N 0.55 -1.11 -0.91  -0.286
O -3.36 1.06 -0.47  -0.684
S -2.24 0.09 -0.44  0.542
H -1.42 2.02 0.82  0.320
H 1.20 2.24 0.98  0.357
H 2.18 0.85 1.51  0.285
H 1.69 2.00 -1.14  0.383
H 3.02 0.77 -0.71  0.277
H 0.03 0.68 -1.71  0.200
H 1.60 -0.03 -2.60  0.303
H 2.28 -1.07 0.43  0.145
H 1.48 -2.62 0.42  0.260
H -3.95 -1.52 0.37  0.368
H -2.26 -2.10 0.37  0.294
H -2.90 -1.10 1.73  0.287

Computed properties:
HOMO   -8.7 eV
Energy above the lowest of the compared OMol25 structures with the same formula, charge and spin   145.53 kcal per mole
Gap between HOMO and LUMO   0.34395 Ha